No. 1
Here is a molecular structure, C27H48OP2Pd at a distorted geometry from OMol25. Energies are from ωB97M-V with the def2-TZVPD basis set.

Properties
Multiplicity = 3
Energy = -52873.770 eV
HOMO level (spin up / spin down) = -0.163 / -0.163 hartree
Orbital gap (spin up / spin down) = 0.084 / 0.095 Ha
F_max = 3.882 eV/Å
Energy above the lowest of the compared OMol25 structures with the same formula, charge and spin = 296.13 kJ/mol
Total charge = 0

Positions of all 79 atoms, in Å:
P (6.045, 1.514, -2.493)
P (3.630, -1.524, -0.798)
C (6.065, -0.206, -1.829)
C (4.761, -0.966, -2.142)
H (6.251, -0.121, -0.747)
H (6.931, -0.695, -2.284)
H (4.055, -0.383, -2.762)
H (5.046, -1.863, -2.721)
C (4.502, -1.547, 0.789)
H (3.879, -2.001, 1.568)
H (4.758, -0.526, 1.085)
H (5.423, -2.141, 0.709)
C (3.650, -3.327, -1.238)
H (4.687, -3.680, -1.165)
H (3.319, -3.474, -2.275)
H (3.025, -3.938, -0.578)
C (7.680, 2.281, -2.671)
H (7.861, 3.064, -1.906)
H (7.735, 2.743, -3.663)
H (8.397, 1.469, -2.549)
C (5.338, 1.379, -4.157)
H (4.838, 0.414, -4.302)
H (6.154, 1.461, -4.882)
H (4.624, 2.198, -4.308)
Pd (4.830, 2.264, -1.041)
C (-1.410, -0.971, -0.874)
C (-1.190, -1.402, 0.377)
C (-0.452, -2.631, 0.830)
C (1.067, -2.459, 1.090)
C (1.709, -1.462, 0.158)
C (1.453, -1.430, -1.252)
C (0.500, -2.284, -1.984)
C (-0.843, -1.528, -2.143)
C (2.877, 2.250, -1.559)
H (-2.092, -0.123, -0.995)
H (-1.613, -0.830, 1.210)
H (-0.634, -3.464, 0.138)
H (-0.873, -2.940, 1.799)
H (1.190, -2.098, 2.123)
H (1.580, -3.433, 1.031)
H (1.847, -0.490, 0.660)
H (1.486, -0.408, -1.685)
H (0.347, -3.277, -1.544)
H (0.912, -2.442, -2.987)
H (-0.676, -0.659, -2.799)
H (-1.560, -2.167, -2.680)
H (2.764, 1.653, -2.482)
H (2.624, 3.316, -1.748)
H (2.257, 1.841, -0.734)
C (-4.989, -2.490, 3.270)
C (-4.411, -1.452, 2.305)
C (-4.623, -1.909, 0.865)
C (-4.959, -0.049, 2.535)
C (-6.076, 0.214, 3.298)
C (-6.565, 1.508, 3.461)
C (-5.916, 2.595, 2.859)
C (-4.783, 2.406, 2.093)
C (-4.060, 3.581, 1.436)
C (-4.890, 4.187, 0.304)
C (-3.677, 4.654, 2.453)
C (-4.274, 1.061, 1.874)
O (-3.269, 0.879, 1.121)
H (-6.051, -2.670, 3.058)
H (-4.881, -2.166, 4.310)
H (-4.453, -3.439, 3.155)
H (-3.325, -1.396, 2.481)
H (-5.696, -1.983, 0.648)
H (-4.172, -1.197, 0.170)
H (-4.164, -2.890, 0.702)
H (-6.598, -0.626, 3.781)
H (-7.458, 1.682, 4.065)
H (-6.301, 3.609, 2.987)
H (-3.141, 3.169, 0.998)
H (-5.818, 4.624, 0.695)
H (-4.320, 4.971, -0.206)
H (-5.148, 3.414, -0.428)
H (-3.089, 4.209, 3.262)
H (-3.072, 5.430, 1.974)
H (-4.573, 5.116, 2.882)

Forces on atoms 1 to 2 (eV/Å):
0.2122 -0.3026 -0.9195
-1.2472 -3.1523 -1.0367

Atom charges from the Löwdin analysis, given in e for atoms 1 to 4: P 0.61; P 0.98; C -0.40; C -0.37

No. 2
Here is a molecular structure, C27H48OP2Tc at a distorted geometry from OMol25. Energies are from ωB97M-V with the def2-TZVPD basis set.

Properties
Multiplicity = 4
Energy = -51574.316 eV
HOMO level (spin up / spin down) = -0.475 / -0.474 hartree
Orbital gap (spin up / spin down) = 0.175 / 0.190 Ha
F_max = 6.982 eV/Å
Energy above the lowest of the compared OMol25 structures with the same formula, charge and spin = 713.38 kJ/mol
Total charge = +2

Positions of all 79 atoms, in Å:
P (0.740, -2.862, -3.092)
P (0.919, 0.667, -3.463)
C (0.387, -1.738, -4.588)
C (1.527, -0.685, -4.652)
H (-0.601, -1.315, -4.313)
H (0.257, -2.333, -5.495)
H (2.479, -0.959, -4.156)
H (1.693, -0.280, -5.667)
C (-0.069, 1.504, -4.923)
H (-0.532, 2.462, -4.615)
H (-0.887, 0.879, -5.333)
H (0.615, 1.727, -5.789)
C (1.976, 2.258, -3.564)
H (2.251, 2.603, -4.575)
H (2.883, 2.068, -2.989)
H (1.411, 3.067, -3.088)
C (-0.847, -3.631, -2.606)
H (-0.642, -4.100, -1.638)
H (-1.132, -4.368, -3.344)
H (-1.649, -2.893, -2.481)
C (1.911, -4.039, -3.850)
H (2.812, -3.552, -4.256)
H (1.376, -4.509, -4.680)
H (2.267, -4.813, -3.157)
Tc (1.155, -1.250, -1.783)
C (-1.746, 4.679, -3.689)
C (-3.082, 4.428, -3.936)
C (-3.468, 3.265, -4.819)
C (-3.482, 1.885, -4.119)
C (-2.727, 1.773, -2.788)
C (-1.515, 2.136, -2.376)
C (-1.013, 3.293, -1.588)
C (-1.063, 4.650, -2.350)
C (1.280, -2.962, -0.354)
H (-1.169, 5.170, -4.517)
H (-3.863, 5.201, -3.734)
H (-2.746, 3.252, -5.676)
H (-4.491, 3.439, -5.155)
H (-4.514, 1.661, -3.783)
H (-3.227, 1.061, -4.820)
H (-3.319, 1.341, -1.963)
H (-0.917, 1.213, -2.135)
H (-0.015, 3.064, -1.163)
H (-1.676, 3.375, -0.711)
H (-1.546, 5.396, -1.694)
H (-0.044, 5.046, -2.481)
H (2.022, -2.596, 0.402)
H (1.578, -4.016, -0.605)
H (0.396, -3.247, 0.269)
C (3.621, -0.634, -0.126)
C (3.423, 0.339, 1.016)
C (3.630, 1.808, 0.564)
C (2.176, 0.215, 1.818)
C (2.220, 0.273, 3.206)
C (1.019, 0.218, 3.891)
C (-0.228, 0.160, 3.242)
C (-0.303, 0.137, 1.871)
C (-1.633, 0.213, 1.124)
C (-2.484, -1.039, 1.338)
C (-2.345, 1.553, 1.289)
C (0.925, 0.088, 1.155)
O (0.886, -0.009, -0.174)
H (2.879, -0.529, -0.998)
H (3.585, -1.660, 0.241)
H (4.616, -0.417, -0.536)
H (4.192, 0.107, 1.767)
H (2.884, 2.152, -0.181)
H (3.558, 2.497, 1.427)
H (4.633, 1.911, 0.122)
H (3.183, 0.352, 3.710)
H (1.005, 0.260, 4.960)
H (-1.179, 0.168, 3.754)
H (-1.309, 0.171, 0.070)
H (-2.826, -1.217, 2.366)
H (-3.356, -0.978, 0.691)
H (-1.898, -1.928, 1.045)
H (-1.674, 2.371, 1.000)
H (-3.193, 1.545, 0.607)
H (-2.690, 1.813, 2.300)

Forces on atoms 1 to 2 (eV/Å):
-0.6477 -2.3941 -2.7683
0.6083 2.4829 -3.8903

Atom charges from the Löwdin analysis, given in e for atoms 1 to 4: P 0.65; P 0.88; C -0.37; C -0.41

No. 3
Here is a molecular structure, C27H49AlF8N2O6 at a distorted geometry from OMol25. Energies are from ωB97M-V with the def2-TZVPD basis set.

Properties
Multiplicity = 1
Energy = -72398.970 eV
HOMO level = -0.363 hartree
Orbital gap = 0.308 Ha
F_max = 4.603 eV/Å
Total charge = 0

Positions of all 93 atoms, in Å:
C (3.898, -4.528, -3.739)
C (2.639, -3.568, -3.878)
O (1.504, -4.123, -3.200)
C (0.993, -3.288, -2.180)
C (-0.376, -2.628, -2.598)
O (-0.757, -1.550, -1.741)
C (-1.959, -1.803, -1.020)
C (-2.743, -0.491, -0.656)
C (-3.763, -0.254, -1.815)
C (-3.122, 0.073, -3.208)
O (-3.631, -0.746, -4.272)
C (-2.711, -0.846, -5.348)
C (-2.539, 0.461, -6.160)
F (-1.854, 0.147, -7.310)
F (-3.708, 1.002, -6.566)
F (-1.792, 1.412, -5.541)
C (-3.609, -0.914, 0.630)
C (-4.277, -2.333, 0.639)
C (-5.457, -2.269, 1.692)
C (-2.515, -0.694, 1.796)
C (-3.009, -0.152, 3.181)
C (-1.866, 0.476, 4.046)
C (-0.623, -0.474, 4.224)
C (0.650, 0.422, 4.566)
C (1.373, 0.708, 3.191)
C (2.885, 1.071, 3.340)
C (3.382, 1.585, 1.921)
C (3.189, 3.135, 1.804)
C (3.977, 3.718, 0.582)
O (3.481, 3.195, -0.674)
C (3.694, 4.214, -1.677)
C (-1.290, 0.085, 1.113)
N (-2.004, 0.659, -0.083)
C (-1.330, 1.639, -0.968)
O (-2.025, 2.437, -1.496)
N (0.081, 1.711, -1.178)
C (0.350, 3.145, -1.316)
O (0.506, 3.661, -2.323)
F (0.352, 3.898, -0.177)
H (4.079, -5.113, -4.666)
H (3.795, -5.151, -2.827)
H (4.784, -3.852, -3.626)
H (2.946, -2.560, -3.525)
H (2.418, -3.533, -4.977)
H (0.767, -3.959, -1.306)
H (1.699, -2.518, -1.795)
H (-1.120, -3.455, -2.664)
H (-0.235, -2.240, -3.640)
H (-2.679, -2.456, -1.572)
H (-1.677, -2.386, -0.101)
H (-4.390, -1.168, -1.957)
H (-4.496, 0.567, -1.602)
H (-3.383, 1.134, -3.458)
H (-2.007, 0.018, -3.226)
H (-3.136, -1.598, -6.059)
H (-1.738, -1.275, -5.007)
H (-4.454, -0.187, 0.721)
H (-3.517, -3.040, 1.058)
H (-4.646, -2.669, -0.353)
H (-5.109, -1.801, 2.645)
H (-5.863, -3.271, 1.941)
H (-6.221, -1.571, 1.276)
H (-2.051, -1.673, 2.067)
H (-3.392, -1.033, 3.758)
H (-3.874, 0.554, 3.114)
H (-2.268, 0.667, 5.071)
H (-1.523, 1.465, 3.654)
H (-0.440, -1.114, 3.333)
H (-0.760, -1.156, 5.102)
H (0.302, 1.391, 4.998)
H (1.292, -0.089, 5.315)
H (0.860, 1.609, 2.751)
H (1.232, -0.172, 2.511)
H (3.070, 1.855, 4.106)
H (3.497, 0.166, 3.565)
H (2.800, 1.037, 1.131)
H (4.465, 1.325, 1.838)
H (3.658, 3.589, 2.710)
H (2.113, 3.435, 1.784)
H (3.851, 4.826, 0.592)
H (5.055, 3.421, 0.658)
H (2.974, 5.059, -1.569)
H (4.761, 4.527, -1.603)
H (3.460, 3.730, -2.656)
H (-1.001, 1.007, 1.673)
H (-0.451, -0.610, 0.891)
H (-2.757, 1.203, 0.374)
H (0.567, 1.359, -0.339)
F (7.120, 2.384, 6.645)
Al (6.556, 1.503, 5.261)
F (5.088, 0.654, 5.669)
F (7.763, 0.361, 4.760)
F (6.224, 2.611, 3.954)

Forces on atoms 1 to 2 (eV/Å):
-0.0668 1.2611 0.0047
1.2694 -1.1649 -1.1536

Atom charges from the Löwdin analysis, given in e for atoms 1 to 4: C -0.07; C -0.25; O -0.16; C -0.20

No. 4
Here is a molecular structure, C27H49Be2BrCaClF4GaN2O9 at a distorted geometry from OMol25. Energies are from ωB97M-V with the def2-TZVPD basis set.

Properties
Multiplicity = 1
Energy = -215228.904 eV
HOMO level = -0.237 hartree
Orbital gap = 0.047 Ha
F_max = 3.373 eV/Å
Energy above the lowest of the compared OMol25 structures with the same formula, charge and spin = 506.66 kJ/mol
Total charge = 0

Positions of all 97 atoms, in Å:
C (5.932, 3.389, 3.382)
O (6.416, 4.282, 2.368)
C (5.434, 5.266, 2.014)
C (4.093, 4.626, 1.371)
C (3.753, 5.259, -0.052)
C (2.259, 5.776, -0.226)
C (1.158, 4.898, 0.504)
Ga (0.936, 2.973, -0.199)
C (0.161, 1.845, 1.384)
C (1.261, 1.563, 2.509)
C (1.270, 2.619, 3.689)
O (0.491, 2.199, 4.843)
C (1.208, 2.522, 6.048)
C (2.650, 2.044, -0.841)
C (2.193, 0.689, -1.574)
C (2.166, -0.569, -0.628)
F (0.845, -0.997, -0.468)
F (2.823, -1.614, -1.309)
F (2.843, -0.422, 0.568)
H (5.482, 2.481, 2.847)
H (6.749, 2.974, 4.045)
H (5.079, 3.857, 3.963)
H (5.910, 6.042, 1.351)
H (5.139, 5.806, 2.982)
H (3.292, 4.755, 2.153)
H (4.353, 3.531, 1.184)
H (4.448, 6.220, -0.168)
H (4.032, 4.598, -0.927)
H (2.216, 6.836, 0.227)
H (1.998, 5.854, -1.322)
H (1.262, 4.890, 1.642)
H (0.135, 5.435, 0.312)
H (-0.104, 2.946, -1.452)
H (-0.687, 2.474, 1.776)
H (-0.281, 0.879, 0.960)
H (1.011, 0.538, 2.938)
H (2.317, 1.535, 2.087)
H (2.347, 2.713, 4.062)
H (0.884, 3.644, 3.401)
H (0.510, 2.431, 6.935)
H (2.046, 1.761, 6.172)
H (1.679, 3.550, 6.044)
H (3.424, 1.884, -0.037)
H (3.117, 2.683, -1.663)
H (1.202, 0.812, -2.121)
H (2.984, 0.480, -2.363)
C (3.572, -2.864, 4.033)
O (3.614, -3.443, 5.116)
N (4.688, -2.617, 3.306)
N (2.424, -2.432, 3.480)
H (4.686, -2.145, 2.415)
H (5.606, -2.946, 3.720)
H (1.561, -2.604, 3.997)
H (2.377, -1.959, 2.595)
Be (-2.142, 2.826, 1.200)
F (0.327, -3.969, 3.960)
Be (3.463, 8.094, 1.113)
C (-2.259, -5.515, -1.970)
C (-2.700, -4.677, -0.960)
C (-1.638, -3.721, -0.447)
O (-1.840, -2.859, 0.383)
C (-0.274, -3.851, -0.989)
C (0.169, -4.699, -1.991)
C (-0.920, -5.581, -2.577)
O (-0.754, -6.339, -3.511)
O (1.313, -4.798, -2.437)
O (-3.827, -4.632, -0.462)
H (-2.958, -6.226, -2.404)
H (0.436, -3.179, -0.520)
Ca (-2.411, 5.420, 0.598)
Br (5.778, 6.471, -1.533)
C (-5.690, 2.389, -3.591)
C (-4.944, 2.027, -2.317)
C (-5.738, 1.047, -1.469)
O (-4.688, 3.216, -1.560)
H (-6.646, 2.869, -3.359)
H (-5.113, 3.101, -4.185)
H (-5.884, 1.503, -4.199)
H (-3.974, 1.591, -2.571)
H (-6.695, 1.482, -1.165)
H (-5.195, 0.804, -0.552)
H (-5.933, 0.122, -2.014)
H (-5.539, 3.610, -1.330)
Cl (6.311, -2.991, 5.203)
C (-6.789, -8.316, -4.927)
C (-6.128, -7.114, -5.570)
C (-5.234, -6.612, -4.452)
O (-4.855, -7.758, -3.677)
C (-5.667, -8.873, -4.072)
H (-7.177, -9.040, -5.644)
H (-7.617, -7.987, -4.290)
H (-5.518, -7.437, -6.419)
H (-6.833, -6.360, -5.922)
H (-5.772, -5.924, -3.791)
H (-4.339, -6.109, -4.825)
H (-5.036, -9.561, -4.645)
H (-6.033, -9.393, -3.185)

Forces on atoms 1 to 2 (eV/Å):
-0.8164 -1.0975 -0.6980
-0.4937 0.2241 0.5685

Atom charges from the Löwdin analysis, given in e for atoms 1 to 4: C -0.12; O -0.21; C -0.24; C -0.15

No. 5
Here is a molecular structure, C27H49IN2O11S2 at a distorted geometry from OMol25. Energies are from ωB97M-V with the def2-TZVPD basis set.

Properties
Multiplicity = 1
Energy = -84065.481 eV
HOMO level = -0.330 hartree
Orbital gap = 0.345 Ha
F_max = 1.371 eV/Å
Total charge = 0

Positions of all 92 atoms, in Å:
C (2.899, 1.314, -2.321)
C (2.300, 0.077, -2.977)
C (0.778, 0.055, -2.852)
I (0.277, -0.878, -0.978)
C (0.119, -0.738, -3.962)
O (0.687, -0.557, -5.303)
S (-0.276, -1.419, -6.289)
O (-0.789, -0.603, -7.329)
O (0.414, -2.617, -6.589)
O (-1.496, -1.677, -5.253)
C (-1.347, -0.581, -4.289)
C (-2.395, -0.473, -3.229)
C (-3.771, -0.088, -3.747)
S (-3.919, 1.463, -4.711)
C (-2.543, 2.392, -4.197)
N (-2.162, 2.651, -2.989)
N (-0.993, 3.401, -3.108)
C (-0.790, 3.540, -4.372)
O (-1.725, 2.929, -5.129)
H (2.594, 2.192, -2.889)
H (3.982, 1.249, -2.280)
H (2.524, 1.457, -1.308)
H (2.733, -0.814, -2.532)
H (2.570, 0.084, -4.032)
H (0.399, 1.072, -2.801)
H (0.359, -1.786, -3.768)
H (-1.367, 0.290, -4.949)
H (-2.493, -1.440, -2.736)
H (-2.033, 0.217, -2.478)
H (-4.156, -0.884, -4.376)
H (-4.431, 0.014, -2.893)
H (0.016, 4.054, -4.858)
C (6.909, -0.564, -4.196)
C (6.882, 0.148, -2.864)
O (5.999, 0.932, -2.592)
C (7.998, -0.163, -1.904)
H (6.055, -0.254, -4.794)
H (7.829, -0.320, -4.730)
H (6.867, -1.643, -4.043)
H (8.956, 0.096, -2.345)
H (7.995, -1.227, -1.664)
H (7.862, 0.411, -0.991)
C (-1.869, 2.606, 2.887)
C (-1.905, 1.985, 1.513)
O (-2.374, 0.885, 1.323)
C (-1.326, 2.798, 0.382)
H (-2.320, 1.932, 3.611)
H (-0.835, 2.813, 3.172)
H (-2.427, 3.544, 2.884)
H (-0.273, 3.011, 0.576)
H (-1.863, 3.742, 0.284)
H (-1.412, 2.248, -0.551)
C (-5.033, -1.183, 5.764)
C (-4.261, -0.392, 4.734)
O (-4.232, 0.819, 4.777)
C (-3.541, -1.175, 3.669)
H (-5.499, -0.504, 6.475)
H (-5.803, -1.780, 5.271)
H (-4.357, -1.851, 6.300)
H (-4.259, -1.768, 3.098)
H (-2.811, -1.842, 4.135)
H (-3.027, -0.498, 2.986)
C (12.024, 0.733, 0.864)
C (11.790, -0.207, -0.293)
O (10.878, -0.040, -1.069)
C (12.746, -1.366, -0.434)
H (11.272, 1.518, 0.853)
H (11.959, 0.188, 1.807)
H (13.014, 1.184, 0.785)
H (12.710, -1.992, 0.459)
H (13.764, -0.996, -0.564)
H (12.470, -1.962, -1.300)
C (-7.567, 3.326, 8.289)
C (-6.718, 2.388, 7.462)
O (-6.046, 1.528, 7.981)
C (-6.757, 2.578, 5.965)
H (-7.452, 3.085, 9.344)
H (-7.256, 4.358, 8.121)
H (-8.616, 3.224, 8.010)
H (-6.418, 3.582, 5.707)
H (-7.780, 2.442, 5.606)
H (-6.104, 1.852, 5.485)
C (-5.924, -5.359, 2.580)
C (-5.159, -4.584, 1.533)
O (-5.116, -3.377, 1.545)
C (-4.448, -5.390, 0.473)
H (-6.386, -4.666, 3.279)
H (-6.701, -5.960, 2.106)
H (-5.249, -6.021, 3.124)
H (-5.168, -5.993, -0.084)
H (-3.716, -6.053, 0.935)
H (-3.939, -4.718, -0.213)

Forces on atoms 1 to 2 (eV/Å):
-0.2094 -0.0176 0.0746
0.1982 0.3713 0.1610

Atom charges from the Löwdin analysis, given in e for atoms 1 to 4: C -0.10; C -0.32; C -0.63; I 1.00